Arrangement P

A cluster of 14 separate species, C5H39N2O14 in total. Source: OMol25; level of theory: ωB97M-V/def2-TZVPD.

Structure (XYZ):
```
60
Properties=species:S:1:pos:R:3:nbo_charge:R:1
N -0.74654 -1.72176 -0.87260 -0.732
C 0.45317 -1.02182 -0.22294 -0.355
C -0.07408 0.40951 -0.01596 0.665
N 0.83673 1.38733 -0.01111 -0.651
C 2.72238 1.54986 1.54448 -0.649
C 2.30906 1.22926 0.12312 -0.085
C 3.04886 2.04632 -0.94699 -0.709
O -1.27891 0.65631 -0.07271 -0.697
H -1.32154 -2.17430 -0.14326 0.482
H -1.23552 -1.02393 -1.44471 0.469
H -0.41373 -2.61164 -1.28997 0.457
H 1.32629 -1.06815 -0.87601 0.245
H 0.70248 -1.60238 0.64922 0.257
H 0.54818 2.39489 -0.11260 0.444
H 1.93911 1.18729 2.20115 0.221
H 3.15677 2.52302 1.74167 0.223
H 3.44031 0.72361 1.81546 0.234
H 2.53468 0.23276 -0.30332 0.216
H 3.52496 1.46333 -1.75807 0.233
H 3.62337 2.83422 -0.41231 0.209
H 2.38468 2.63838 -1.56049 0.202
H 0.66526 1.07643 -2.38693 0.453
H -0.08392 0.20288 -3.51711 0.478
O 0.68513 0.28279 -2.93810 -1.155
H 0.36241 -4.70678 0.53940 0.483
H 1.18652 -3.78434 -0.23039 0.502
O 0.39539 -3.75177 0.35730 -0.991
H -3.19747 -0.73943 -3.84032 0.471
H -2.80234 0.52999 -3.02915 0.498
O -3.08473 -0.39463 -2.95475 -1.007
H -1.23167 0.82818 3.66812 0.498
H -1.38600 0.12221 4.86965 0.464
O -1.46135 -0.10727 3.93169 -1.000
H -3.56448 -1.91192 0.86366 0.497
H -3.61647 -1.13241 -0.51872 0.500
O -3.17723 -1.82915 -0.01012 -0.987
H -1.22485 3.81901 -0.14535 0.526
H 0.21083 4.55624 -0.63553 0.485
O -0.29171 3.77779 -0.38014 -1.061
H -2.40598 1.82134 1.28514 0.508
H -3.60385 2.86326 1.20180 0.478
O -2.66370 2.72075 1.05937 -1.000
H 1.20820 -1.82824 -2.84441 0.490
H 1.69348 -3.03556 -3.63636 0.473
O 1.27756 -2.80442 -2.79467 -1.072
H 0.53443 -2.24552 2.62199 0.480
H 1.14175 -2.54932 4.03957 0.473
O 1.19201 -1.98027 3.27525 -0.951
H 3.82658 -2.85887 -0.62913 0.478
H 2.71718 -3.07667 -1.55529 0.490
O 2.86369 -2.96230 -0.58048 -1.001
H -0.04620 2.26497 2.62670 0.491
H -1.24243 3.17070 2.94769 0.506
O -0.81475 2.34626 3.20506 -0.968
H -2.76199 -1.34588 2.57260 0.484
H -2.60914 -2.25445 3.60301 0.485
O -2.91650 -2.30380 2.68453 -0.967
H -0.70540 2.53332 -4.26110 0.435
H -1.16152 2.49686 -2.81064 0.448
O -1.38749 2.13790 -3.68592 -1.097
```

Summary:
spin multiplicity = 2
⟨S²⟩ = 0.7507
HOMO-LUMO gap (spin up / spin down) = 2.466 / 9.895 eV
HOMO energy (spin up / spin down) = -2.297 / -9.794 eV



Arrangement Q

A cluster of 14 separate species, C5H39N2O14 in total. Source: OMol25; level of theory: ωB97M-V/def2-TZVPD.

Structure (XYZ):
```
60
Properties=species:S:1:pos:R:3:nbo_charge:R:1
C 0.13623 0.50535 -0.48877 -0.319
N -0.96098 1.11391 0.20597 -0.351
C -0.64134 2.03377 1.38882 -0.464
C -0.20364 -0.96810 -0.89441 -0.048
C 0.79490 -1.43339 -2.03135 -0.689
N -0.10001 -1.86105 0.32179 -0.707
C -0.58083 -3.22090 0.41795 0.092
O -0.21220 -3.99669 -0.79684 -0.801
H 1.13917 0.61094 0.07203 0.300
H 0.32405 0.84090 -1.60085 0.349
H -1.58880 0.31593 0.53641 0.475
H -1.48596 2.71276 1.54354 0.272
H 0.36055 2.40163 1.24994 0.250
H -0.71740 1.33837 2.20593 0.286
H -1.28666 -0.96214 -1.16388 0.182
H 0.33379 -1.38335 -2.99385 0.237
H 0.79381 -2.48771 -2.05790 0.241
H 1.89102 -1.11368 -1.89539 0.258
H 3.14154 -1.91792 1.37500 0.477
H -1.63733 -3.39437 0.38187 0.194
H -0.07281 -3.78604 1.20049 0.196
H 0.69041 -4.24960 -0.98082 0.491
H 3.89199 -0.98375 0.43020 0.462
O 3.66856 -1.98324 0.54076 -0.984
H -0.95630 -3.54580 -2.40562 0.490
H -1.84514 -2.58473 -3.27127 0.442
O -1.35631 -3.45546 -3.29970 -0.949
H 0.90193 -0.24781 3.62760 0.475
H 1.47854 -1.81531 2.73687 0.499
O 0.45494 -0.51009 2.87466 -1.135
H -0.44710 4.01362 -0.75549 0.471
H 0.44772 3.08989 -0.29611 0.442
O 0.51915 4.00056 -0.61520 -0.899
H -2.25259 1.97153 -0.50792 0.462
H -3.50343 2.91274 -0.63306 0.503
O -2.62779 2.72934 -0.99519 -0.953
H 2.17064 2.09823 -2.16987 0.468
H 2.30323 0.91638 -3.09871 0.485
O 2.61105 1.29412 -2.26305 -0.942
H 0.68942 3.33302 -2.37692 0.498
H -0.67445 2.52592 -2.42181 0.477
O 0.22058 2.64068 -2.88610 -0.965
H -0.85531 -0.45100 2.57618 0.503
H -1.84220 -1.49383 1.86683 0.490
O -1.88857 -0.66376 2.42234 -1.024
H 2.96932 1.22219 2.21899 0.488
H 1.31029 0.52435 2.16847 0.508
O 2.05741 1.34640 2.06623 -1.095
H -3.55694 -0.16149 -0.82003 0.463
H -3.06818 -1.16427 -1.95399 0.464
O -3.81879 -0.93351 -1.31303 -0.919
H -2.82628 0.53283 2.27868 0.490
H -4.19759 0.45416 1.91021 0.465
O -3.56869 1.17616 2.01677 -1.013
H 2.06724 -3.05412 2.16267 0.455
H 0.81357 -1.63801 0.78732 0.402
O 2.27888 -2.36203 2.70907 -0.946
H 2.72934 2.69850 -0.15582 0.452
H 2.50898 3.51214 1.07726 0.475
O 2.98431 3.51575 0.22609 -0.921
```

Summary:
spin multiplicity = 2
⟨S²⟩ = 0.7545
HOMO-LUMO gap (spin up / spin down) = 9.987 / 5.181 eV
HOMO energy (spin up / spin down) = -10.261 / -10.254 eV



Q: What are the energies relative to the best structure? A: arrangement P 0.000; arrangement Q 3.582, in eV.